1.
The following is a DFT calculation (ωB97M-V/def2-TZVPD) of a single C4H10O molecule.

ORCA input file:
```
! wB97M-V def2-TZVPD RIJCOSX def2/J DEFGRID3
* xyz 0 1
C 2.029 0.065 -0.179
C 0.659 -0.556 0.097
C -0.549 0.373 -0.026
C -1.845 -0.424 -0.192
O -0.548 1.174 1.152
H 2.243 0.903 0.491
H 2.108 0.424 -1.213
H 2.816 -0.685 -0.035
H 0.510 -1.411 -0.573
H 0.637 -0.947 1.123
H -0.453 1.015 -0.917
H -1.835 -0.968 -1.145
H -1.963 -1.153 0.617
H -2.728 0.227 -0.198
H -1.082 1.962 0.999
*
```

## Properties
- largest force on an atom (eV Å⁻¹) = 0.43
- SMILES string = CC[C@@H](C)O
- molecular weight (g mol⁻¹) = 74.12
- energy above the lowest of the compared OMol25 structures with the same formula, charge and spin (kJ/mol) = 17.21
- DFT total energy (eV) = -6357.625
- E_HOMO (eV) = -10.25
- HOMO-LUMO gap (Ha) = 0.414



2.
The following is a DFT calculation (ωB97M-V/def2-TZVPD) of 2 unconnected molecules or ions with the total composition C4H10O.

ORCA input file:
```
! wB97M-V def2-TZVPD RIJCOSX def2/J DEFGRID3
* xyz 0 1
C 1.456 -0.597 0.223
C 0.503 0.041 0.905
C 0.599 1.459 1.379
O -0.708 -0.497 1.225
H 2.413 -0.119 0.047
H 1.313 -1.597 -0.182
H 1.360 2.001 0.813
H -0.368 1.952 1.234
H 0.844 1.507 2.445
H -0.742 -1.406 0.898
C -1.337 -0.545 -1.797
H -0.572 0.018 -1.262
H -1.105 -0.528 -2.863
H -1.334 -1.582 -1.446
H -2.323 -0.110 -1.620
*
```

## Properties
- largest force on an atom (eV Å⁻¹) = 0.35
- SMILES string = C=C(C)O.C
- molecular weight (g mol⁻¹) = 74.12
- energy above the lowest of the compared OMol25 structures with the same formula, charge and spin (kJ/mol) = 82.79
- DFT total energy (eV) = -6356.945
- E_HOMO (eV) = -8.89
- HOMO-LUMO gap (Ha) = 0.360